Arrangement a

Molecular formula: C4H3NO2
Method: DFT, the ωB97M-V functional and the def2-TZVPD basis

The geometry in XYZ format:
```
10
C4H3NO2, DFT the ωB97M-V functional and the def2-TZVPD basis
N -1.8665 -0.5568 -0.1668
C -0.6006 -0.2335 -0.0752
C -0.2790 1.0894 0.5093
C 1.0707 1.0323 0.4184
C 1.5942 -0.2128 -0.1692
O 2.6518 -0.6732 -0.4281
O 0.3637 -1.0232 -0.4761
H -2.2612 -1.4118 -0.5394
H -2.4447 0.1905 0.1964
H 1.7715 1.7991 0.7307
```

Output
2S+1: 1
SMILES: NC1=C=CC(=O)O1

---

Arrangement b

Molecular formula: C4H3NO2
Method: DFT, the ωB97M-V functional and the def2-TZVPD basis

The geometry in XYZ format:
```
10
C4H3NO2, DFT the ωB97M-V functional and the def2-TZVPD basis
C -1.9402 -0.5813 -0.0562
C 0.6235 -1.0107 -0.0023
C 1.6875 0.0885 -0.0105
C -0.6347 -0.7129 -0.2002
N -3.0541 -0.2143 0.0691
O 2.8239 0.0131 0.0616
O -0.1255 1.8774 0.1359
H 1.1979 -1.9287 -0.3205
H 0.3910 1.1027 0.2203
H -0.9694 1.3660 0.1027
```

Output
2S+1: 1

---

Arrangement c

Molecular formula: C4H3NO2
Method: DFT, the ωB97M-V functional and the def2-TZVPD basis

The geometry in XYZ format:
```
10
C4H3NO2, DFT the ωB97M-V functional and the def2-TZVPD basis
C -1.1509 0.6526 0.0622
C 2.2577 0.0850 0.0285
C -0.8484 -0.6431 0.0184
C 0.9145 0.0760 0.0710
N 0.0666 1.2398 0.1770
O 3.3800 -0.2562 -0.2224
O -1.2185 -1.9241 0.0942
H -2.1619 1.0112 -0.0735
H 0.5154 2.0842 0.4291
H -1.7545 -2.3255 -0.5846
```

Output
2S+1: 1

---

Arrangement d

Molecular formula: C4H3NO2
Method: DFT, the ωB97M-V functional and the def2-TZVPD basis

The geometry in XYZ format:
```
10
C4H3NO2, DFT the ωB97M-V functional and the def2-TZVPD basis
N 0.0095 -1.1167 0.2119
C -0.3911 -0.1582 -0.9237
C 0.5647 0.1683 0.8444
C -0.9783 0.7311 0.3324
C 1.2020 0.3311 -0.6631
O -1.9378 1.3326 0.7072
O 2.1710 0.7139 -1.2518
H -0.7781 -1.5362 0.7135
H -0.8856 -0.5696 -1.7827
H 1.0236 0.1037 1.8120
```

Output
2S+1: 1

---

Which is most stable, and by how much? arrangement a, by 2.198 eV.

---

Arrangement a

Molecular formula: C4H3NO2
Method: DFT, the ωB97M-V functional and the def2-TZVPD basis

The geometry in XYZ format:
```
10
C4H3NO2, DFT the ωB97M-V functional and the def2-TZVPD basis
N -2.4109 0.2298 -0.0066
C -1.2930 0.2295 0.4759
C -0.0994 0.0823 1.0204
C 1.0897 -0.2847 0.2319
O 0.9497 -1.4108 -0.8006
C 1.1981 -0.1780 -1.2143
O 1.3430 0.4052 -2.2446
H -2.7695 1.1131 -0.3639
H -0.0116 0.2140 2.0932
H 2.0037 -0.4006 0.8087
```

Output
2S+1: 1
SMILES: N=C=C[C@H]1OC1=O

---

Arrangement b

Molecular formula: C4H3NO2
Method: DFT, the ωB97M-V functional and the def2-TZVPD basis

The geometry in XYZ format:
```
10
C4H3NO2, DFT the ωB97M-V functional and the def2-TZVPD basis
O -1.2274 -2.7299 0.5213
C -0.7379 -1.6836 0.6590
C -0.1039 -0.5423 0.9828
N -0.8403 0.6858 0.9104
C -0.2617 1.3134 -0.0396
C 0.7798 0.4328 -0.6959
O 1.1490 -0.4018 0.3892
H -0.5957 2.2856 -0.3898
H 0.1964 -0.2229 -1.3760
H 1.6446 0.8666 -1.1958
```

Output
2S+1: 1
SMILES: O=C=C1N=CCO1

---

Which is most stable, and by how much? arrangement a, by 0.441 eV.

---

Arrangement a

Molecular formula: C4H3NO2
Method: DFT, the ωB97M-V functional and the def2-TZVPD basis

The geometry in XYZ format:
```
10
C4H3NO2, DFT the ωB97M-V functional and the def2-TZVPD basis
N 0.6021 -1.3360 -2.1527
C 0.4358 -0.5519 -1.3229
C 0.1257 0.3077 -0.1958
C -1.3924 0.2471 0.0354
O -1.9345 1.0479 0.7455
C 1.0191 -0.0993 0.9891
O 1.8106 -0.9979 0.9183
H 0.3587 1.3698 -0.3609
H -1.9439 -0.5370 -0.5310
H 0.9189 0.5497 1.8751
```

Output
2S+1: 1
SMILES: N#CC(C=O)C=O

---

Arrangement b

Molecular formula: C4H3NO2
Method: DFT, the ωB97M-V functional and the def2-TZVPD basis

The geometry in XYZ format:
```
10
C4H3NO2, DFT the ωB97M-V functional and the def2-TZVPD basis
N -0.1918 0.2885 -2.2679
C 0.3569 0.3351 -1.2108
C 0.7806 0.4374 0.1889
O 1.8330 1.1258 0.3275
C -0.2847 -0.2227 1.2156
C -1.6397 -0.4295 0.7340
O -0.5491 -1.3653 0.5175
H 0.0252 -0.3854 2.2986
H -1.8772 0.1955 -0.1399
H -2.3548 -0.6359 1.3910
```

Output
2S+1: 1
SMILES: N#CC(=O)[C@H]1CO1

---

Which is most stable, and by how much? arrangement a, by 2.013 eV.